This record from the Open Molecules 2025 dataset describes C23H24CsO2Te as an isolated structure in a non-equilibrium geometry. The level of theory is ωB97M-V/def2-TZVPD.

Results
Energy relative to the best compared isomer or geometry (same formula, charge and spin) in kJ/mol: 26.97
Frontier orbital gap in eV: 5.113
Charge: -1
LUMO level in eV: 1.8857
HOMO level in eV: -3.23

Element x y z (Å)
1 Cs 1.500 -0.081 -1.225
2 Te -1.193 -0.253 1.079
3 O 2.205 0.132 1.185
4 O 3.971 0.770 -0.858
5 C -7.653 -0.034 1.011
6 C 6.453 2.830 0.727
7 C 4.534 1.441 0.051
8 C 2.034 -1.523 -4.783
9 C -4.085 -1.316 1.411
10 C 4.617 2.587 2.234
11 C -3.991 0.940 0.559
12 C -5.474 -1.236 1.408
13 C 2.000 1.583 3.025
14 C 5.841 3.142 1.953
15 C -3.311 -0.215 0.991
16 C -6.147 -0.095 0.994
17 C -5.382 0.980 0.568
18 C 2.261 -3.599 -2.954
19 C -3.461 -2.597 1.898
20 C 2.711 1.087 1.778
21 C 5.836 2.011 -0.176
22 C 3.279 -1.866 -4.272
23 C 1.015 -3.257 -3.463
24 C 0.901 -2.218 -4.377
25 C -3.245 2.156 0.087
26 C 3.392 -2.902 -3.357
27 C 3.946 1.724 1.348
28 H 7.426 3.250 0.493
29 H -6.047 -2.098 1.741
30 H 2.542 1.268 3.919
31 H -2.594 2.541 0.875
32 H -8.045 -0.153 2.024
33 H -0.075 -1.927 -4.745
34 H -3.938 2.941 -0.224
35 H -2.585 1.907 -0.747
36 H 1.941 -0.692 -5.470
37 H 4.157 -1.305 -4.564
38 H 2.346 -4.396 -2.226
39 H -8.007 0.923 0.626
40 H 6.297 1.780 -1.130
41 H -2.453 -2.712 1.506
42 H 1.919 2.669 3.045
43 H -5.883 1.885 0.233
44 H 4.359 -3.152 -2.941
45 H 1.007 1.135 3.025
46 H -3.386 -2.591 2.989
47 H 4.156 2.809 3.189
48 H 0.130 -3.780 -3.128
49 H 6.328 3.796 2.665
50 H -8.087 -0.827 0.397
51 H -4.064 -3.461 1.608